No. 1
C2H7N3 | wB97M-V/def2-TZVPD

```
12
Properties=species:S:1:pos:R:3:forces:R:3
N -0.822391 -0.140829 -0.597421 -0.3655 1.2474 0.8058
N -1.416153 -1.361517 -0.313845 0.5180 -2.8444 0.1306
N 1.100025 -0.869180 0.536338 0.8719 -0.4555 0.5109
C 0.382590 0.080375 0.127071 -0.4270 0.4073 -1.8011
C 0.860929 1.496126 0.163580 0.0957 2.1239 1.3684
H 0.541686 1.969953 1.238043 0.8599 -0.9454 -2.6836
H 0.772614 -1.806333 0.292319 -0.1342 0.4701 0.3848
H -1.518996 0.623569 -0.853856 1.6472 -1.4397 0.8543
H -0.732172 -2.134810 -0.678653 -2.0153 1.7630 0.7732
H 0.352408 2.076884 -0.665784 0.4964 -0.4714 1.0900
H -1.520766 -1.553206 0.740406 0.4189 0.6233 -1.9107
H 2.000227 1.618968 0.011803 -1.9660 -0.4787 0.4773
```
Forces are in eV/Å.

molar mass = 73.099 g mol⁻¹
gap between HOMO and LUMO = 10.31 eV
energy = -6656.10344 eV
relative energy (zero: lowest compared OMol25 entry of this formula, charge and spin) = 178.7 kJ/mol
HOMO level = -9.32 eV

---

No. 2
C2AsBaF6OS3 | wB97M-V/def2-TZVPD

```
14
Properties=species:S:1:pos:R:3:forces:R:3
Ba -0.211978 -0.341794 0.449922 -0.3889 -0.1714 0.2588
As 2.600319 0.471021 -1.259773 -0.0563 0.0084 0.0710
S -1.803562 -0.829354 3.076352 -0.0217 0.0125 0.0020
S -2.608693 -2.307892 0.519419 -0.0216 0.0034 -0.0136
S -4.289493 -2.198997 2.857428 -0.0392 -0.0044 0.0167
F 4.030488 -0.434908 -1.122064 -0.0660 0.0309 -0.0079
F 2.331943 0.352337 0.512097 0.1958 0.0572 -0.0571
F 1.623525 -1.035032 -1.301803 0.1819 0.0198 -0.1464
F 2.625563 0.520961 -2.958485 0.0103 0.0048 0.0876
F 0.997778 1.281250 -1.248650 0.0810 0.0858 -0.1255
F 3.365790 1.975693 -1.054617 -0.0249 -0.0910 -0.0343
O -3.313160 2.530192 -0.400037 -0.0333 -0.0107 0.0093
C -2.510080 1.783310 -0.177704 0.0441 -0.0194 0.0083
C -2.838445 -1.766783 2.107911 0.1387 0.0742 -0.0689
```
Forces are in eV/Å.

molar mass = 462.460 g mol⁻¹
2S+1 = 2
gap between HOMO and LUMO (spin up / spin down) = 8.56 / 6.72 eV
energy = -114469.55175 eV
relative energy (zero: lowest compared OMol25 entry of this formula, charge and spin) = 4.0 kJ/mol
HOMO level (spin up / spin down) = -9.14 / -9.31 eV

---

No. 3
CHBrCl2S | wB97M-V/def2-TZVPD

```
6
Properties=species:S:1:pos:R:3:forces:R:3
Br 1.127382 -1.513944 0.436517 0.1422 -0.4527 -0.0347
Cl 1.729331 0.999690 -1.123166 -1.5183 -0.8138 0.4877
Cl -0.283386 0.995922 2.062675 0.4086 -0.2421 -0.9781
S -1.169340 0.129671 -0.967820 0.6374 -0.3985 0.5248
C 0.508178 -0.031704 -0.423564 -1.1566 1.2236 0.8422
H -1.912163 -0.579636 0.015357 1.4867 0.6835 -0.8420
```
Forces are in eV/Å.

molar mass = 195.896 g mol⁻¹
gap between HOMO and LUMO (spin up / spin down) = 6.52 / 6.29 eV
energy = -106973.00896 eV
relative energy (zero: lowest compared OMol25 entry of this formula, charge and spin) = 205.9 kJ/mol
HOMO level (spin up / spin down) = -8.98 / -8.82 eV

---

No. 4
H14O7V | wB97M-V/def2-TZVPD

```
22
Properties=species:S:1:pos:R:3:forces:R:3
V 0.020909 -0.023591 0.146136 -0.7899 -0.9448 -0.8717
O 2.258909 -0.202591 -0.413864 -0.4130 0.6856 -0.3212
O -0.719091 -0.514591 2.171136 -0.0036 -0.6771 0.2268
O -2.018091 -0.717591 -0.297864 1.1334 -0.1634 -0.2564
O 0.146909 -0.041591 -2.212864 1.0966 1.4184 1.9413
O -0.902091 2.024409 -0.504864 -0.1378 -1.3869 -0.7442
O 0.323909 -2.217591 0.098136 0.4031 1.3634 -0.7788
O 1.186909 1.565409 1.407136 -0.2706 0.0142 -0.1253
H 2.489909 0.677409 -0.739864 0.3427 -0.1632 -0.1651
H 0.642909 -2.754591 -0.624864 0.3761 -0.1587 -0.4463
H -2.199091 -1.395591 -0.954864 -0.0731 -0.1573 -0.0754
H -2.843091 -0.456591 0.072136 -1.2475 0.5005 0.3587
H 3.005909 -0.437591 0.134136 0.4144 -0.3410 0.4555
H 1.516909 2.269409 0.839136 0.2412 0.2763 0.2285
H 0.798909 0.559409 -2.594864 0.0383 0.0019 0.0185
H -0.834091 2.859409 -0.069864 -0.2264 1.0748 0.2862
H -0.011091 -2.812591 0.735136 -0.5785 -1.1061 1.2151
H -0.201091 -0.470591 -2.953864 -1.1125 -1.3316 -1.7487
H -1.541091 -1.032591 2.055136 0.4343 0.3578 0.3002
H -0.226091 -0.965591 2.891136 -0.2916 0.5053 -0.4191
H 0.636909 1.999409 2.071136 0.1307 0.0889 0.2443
H -1.534091 2.088409 -1.252864 0.5339 0.1429 0.6769
```
Forces are in eV/Å.

molar mass = 177.049 g mol⁻¹
2S+1 = 4
net charge = +2
gap between HOMO and LUMO (spin up / spin down) = 9.00 / 13.03 eV
energy = -40234.05589 eV
relative energy (zero: lowest compared OMol25 entry of this formula, charge and spin) = 0.0 kJ/mol
HOMO level (spin up / spin down) = -15.81 / -19.85 eV

---

No. 5
C22H40N6O4 | wB97M-V/def2-TZVPD

```
72
Properties=species:S:1:pos:R:3:forces:R:3
O 5.069861 2.358143 2.910398 -1.0254 -3.3143 -1.8646
O -3.277419 1.194733 0.315348 -0.1395 -0.2759 1.5907
O 1.554511 0.962393 0.302718 -3.1504 -2.0786 -0.2942
O -1.819269 -2.990727 -2.238052 1.0460 -0.7204 -1.8388
N -3.656459 -2.393357 1.760118 2.3552 -2.1112 -0.5827
N 4.004631 1.530863 -3.939852 0.2377 0.8611 -0.3511
N 0.559741 2.501373 -3.730982 -0.1387 -0.7164 -0.6918
N -3.274099 1.582803 2.584028 1.3030 2.4899 2.1170
N -4.249699 4.600353 -0.032482 1.0197 -1.9197 -3.7763
N 1.539651 -2.034517 4.271768 1.0845 -1.2099 -1.0339
C -1.382619 -2.952907 -3.400632 -2.2424 1.2861 2.8571
C -1.827039 -3.947977 -4.469702 0.5210 0.8369 0.2519
C 0.784521 4.197513 -1.764032 -0.4258 -0.9562 -0.9785
C 4.672641 1.240263 2.471908 1.4561 2.4780 1.0580
C -0.680899 -1.670267 -3.851612 0.1942 -1.6039 -1.3311
C 3.682481 0.498983 -3.579172 0.4662 -0.1719 0.1684
C -3.629039 0.934653 1.481018 -0.5618 -0.5868 -1.5772
C -0.122769 -0.494037 1.352948 0.1955 0.1640 0.0032
C -0.215659 0.166533 -1.148522 -0.1126 0.5044 -0.1667
C -3.684219 3.339313 -2.307762 0.5843 0.1654 0.6961
C 3.370911 -3.364557 2.889378 -1.6641 -0.1702 0.1747
C 5.388661 0.532663 1.295888 -0.7762 0.9502 0.9060
C 0.491731 0.281573 0.173178 2.2422 1.5765 0.8160
C 2.307971 -2.671647 3.674138 -0.1069 0.8938 0.9573
C -1.862549 -4.297097 1.238728 0.2523 1.9484 0.3057
C 3.631641 0.498303 3.225548 -1.0825 0.6306 0.1762
C -3.977419 4.048833 -1.047122 -0.6084 1.4702 3.4869
C -2.850899 -3.215317 1.523668 -2.6118 0.7194 0.2402
C -2.341549 2.732843 2.468358 0.9081 0.4207 -1.2883
C -3.853049 1.498963 3.954988 -0.8092 -0.0231 -0.8554
C 0.700551 3.210623 -2.848812 0.2530 0.3966 0.7253
C 3.299981 -0.791617 -3.092332 -0.9090 -0.7730 0.5974
H -0.256189 4.518313 -1.718102 0.2024 0.7199 0.4256
H 2.778491 0.229733 2.602568 0.3383 -0.6553 -0.3874
H 2.919231 -1.403837 -3.909842 0.1222 -0.0660 0.0535
H 0.393431 -1.773707 -3.699272 0.0725 0.1190 0.0717
H -3.058069 1.358193 4.687308 -0.2138 -0.0262 -0.0605
H -2.456179 -4.757687 -4.100022 0.4852 0.0001 0.1462
H -0.851449 -1.767127 -4.923822 0.3698 0.9676 -0.2822
H 4.055051 -1.334117 -2.523422 0.3441 0.2293 -0.3818
H 5.597941 -0.504817 1.556538 0.7166 0.1643 0.4360
H -4.234319 2.398323 -2.313122 -0.6108 0.4296 -0.5041
H 0.284331 0.688363 -1.964492 0.5914 -0.3967 0.1244
H -1.108829 -3.677357 0.752998 0.6062 -0.4433 -0.1163
H -4.461319 2.377553 4.169928 0.7848 0.8365 -0.0523
H 4.778581 0.369693 0.407428 -0.2757 0.7498 -0.0517
H -2.096329 -5.106327 0.546928 -0.6423 0.2630 0.3300
H 2.492131 -0.640177 -2.376412 -0.2450 0.0019 -0.0422
H 0.185041 -1.537177 1.280778 0.1453 -0.1634 -0.1937
H 4.262481 -2.745557 2.789208 -0.1832 -0.1719 -0.0759
H -2.661059 2.971453 -2.384692 0.3008 0.3443 0.5236
H -1.165679 0.700623 -1.131542 -0.3835 -0.1088 0.6311
H 1.482881 4.945783 -2.138852 -0.1686 0.2657 0.6264
H 1.059461 3.704773 -0.831442 0.2406 0.2223 -0.0809
H 2.856221 -3.584737 1.954108 0.5224 0.3331 -0.5030
H -1.028309 -0.718137 -3.450542 -0.2272 -0.5090 0.0465
H -2.424589 -3.357057 -5.163852 -0.1274 0.0475 -0.0931
H -1.753739 2.635843 1.555578 -0.3055 -0.3512 -0.2419
H -0.946259 -4.237967 -5.042612 -0.0916 -0.4863 -0.0220
H 4.085611 -0.338617 3.756158 -0.2088 -0.1447 -0.1106
H -1.211899 -0.521197 1.387198 -0.0609 0.2124 -0.5305
H -1.544609 2.908653 3.190908 -0.3739 -1.1297 0.9074
H 3.562811 -4.367947 3.269488 0.2955 0.2898 0.4675
H -4.691429 0.818373 4.103358 0.6484 -1.1059 -0.5479
H 6.213801 1.229613 1.149248 0.3787 -0.7699 -0.5751
H -2.734189 3.745523 2.376628 -1.1251 -0.2767 -0.0223
H -3.775899 4.074023 -3.107702 -0.6315 -0.5375 -0.2996
H -1.478159 -4.613747 2.208308 0.0288 -0.3334 -0.2139
H -4.288049 0.084493 1.715818 -0.0262 0.0620 -0.1929
H 0.191761 -0.171877 2.345608 0.3732 0.3065 -0.2458
H 3.146341 1.174633 3.929238 0.4582 -0.0111 0.3619
H -0.473909 -0.862477 -1.398622 0.1211 -0.0383 0.1786
```
Forces are in eV/Å.

molar mass = 452.600 g mol⁻¹
gap between HOMO and LUMO = 9.29 eV
energy = -40589.42794 eV
relative energy (zero: lowest compared OMol25 entry of this formula, charge and spin) = 263.5 kJ/mol
HOMO level = -9.36 eV

---

No. 6
C14H24Cl6F2N2O10 | wB97M-V/def2-TZVPD

```
58
Properties=species:S:1:pos:R:3:forces:R:3
Cl -7.976935 -1.165626 0.533253 -0.0406 -0.1476 0.2599
Cl -3.845904 -0.150078 1.176373 0.1076 -0.0978 0.1229
Cl -2.100001 0.887000 4.188088 -0.1976 0.1717 -0.2299
Cl 0.311051 2.631283 6.272175 -0.2004 0.2415 0.2123
Cl 3.832992 6.204891 -0.025330 -0.0171 -0.0625 0.0739
Cl 3.007844 3.922246 2.272428 -0.0739 -0.0509 0.0648
F -0.264194 -2.353468 -2.287838 0.4700 -0.0808 0.5693
F 3.681765 -1.942837 -2.928268 -0.5440 -0.3287 0.0789
O 1.455751 -2.508580 -6.461164 -0.3142 -0.6181 -0.7333
O 0.705449 2.349012 -0.771063 -0.2467 -0.1614 -0.0192
O -1.964074 -3.749207 -1.579409 0.9951 0.3831 -0.0981
O 2.383499 0.510669 1.639433 0.0404 0.2586 -0.7306
O 1.458017 -0.746276 -5.078154 -0.1327 -0.4388 0.0253
O -0.254804 0.509889 -1.316233 -0.2319 -0.0554 0.2519
O -3.888204 -4.251669 -0.592941 -0.4376 0.0272 0.3518
O 1.817871 -1.403557 2.372732 -0.4121 -0.5896 -0.1557
O 3.238819 -2.054422 -5.179802 0.9120 -0.6362 0.5858
O -3.633975 -2.286121 -1.652612 -0.4932 0.1376 -0.4410
N 0.003273 1.386181 -0.512742 0.9302 0.0321 -0.0784
N 2.460777 -0.701914 1.628816 0.3561 0.1587 1.0702
C 3.395802 4.494252 -0.335127 -0.6929 0.6453 -0.4861
C 1.993840 -1.849591 -5.655150 -0.3970 0.8661 0.5527
C -5.618199 -0.086010 1.240407 -0.7735 0.8531 -0.1940
C -6.233539 -1.388938 0.781603 0.8095 -0.2253 -0.1143
C -0.423044 1.025613 6.349713 -0.4103 -0.7820 -0.8990
C -2.543092 -1.624280 -2.271367 1.1341 0.4229 0.7040
C 2.365228 -0.234260 -4.132747 0.4100 0.9679 0.5862
C -1.527656 -2.750246 -2.482627 -1.3655 -0.0961 -0.9267
C -0.502562 1.296177 0.866436 -0.1080 0.7862 1.7957
C -3.229162 -3.483224 -1.203714 -0.1667 -0.4584 0.0982
C 3.867310 3.574861 0.740510 0.0310 -0.0148 0.3361
C -0.559185 0.431236 4.934996 0.4191 0.1365 0.8113
C 3.525473 -1.238145 -4.077966 -0.0465 1.1860 -0.8051
C 3.556909 -1.330114 0.841661 -0.3272 0.0143 -0.2021
H -5.982348 -2.168581 1.501272 -0.5858 -0.0275 0.1184
H 0.208084 0.393198 6.967571 0.0951 0.0338 -0.0229
H -1.550333 1.582654 0.906415 -0.0940 -0.2688 -0.3328
H 0.037907 2.006999 1.490307 0.0614 0.3692 -0.5177
H 0.240519 0.814882 4.308501 0.0502 -0.3212 -0.1360
H -1.436646 1.021823 6.747675 0.1991 0.5042 0.4134
H 4.436813 -1.137132 1.448804 0.1879 0.0151 -0.2659
H -5.960806 0.211202 2.231859 0.3404 -0.4498 0.2240
H 3.774192 4.301270 -1.336854 0.2841 -0.4204 0.1969
H -0.558544 -0.653813 5.009924 0.1403 0.0150 -0.1994
H 3.373133 -2.393186 0.741986 -0.1098 0.0050 0.1418
H -0.320519 0.381360 1.428147 -0.1899 -0.6081 -1.0115
H -1.601852 -3.186258 -3.479191 0.2705 0.0199 -0.1233
H -5.813315 -1.742624 -0.157635 -0.0037 0.2999 -0.0964
H 4.466332 -0.712338 -4.241601 0.1270 -0.3281 -0.0698
H 1.863309 0.021479 -3.197913 -0.0247 -0.5588 0.0852
H 2.308478 4.433295 -0.396348 0.0687 0.1472 0.0351
H 3.577593 -0.851573 -0.131715 0.2356 0.1127 0.0690
H 4.920662 3.708547 0.972283 0.0430 -0.2438 -0.1987
H 2.776469 0.714413 -4.492028 -0.0972 -0.0798 -0.2022
H -5.943342 0.760411 0.634069 0.1814 -0.2568 -0.3908
H 3.596722 2.552214 0.482831 0.2631 -0.0412 -0.0009
H -2.148948 -0.905855 -1.548530 0.1451 -0.0347 -0.1028
H -2.760678 -1.077123 -3.184227 -0.5734 -0.3275 -0.0506
```
Forces are in eV/Å.

molar mass = 631.064 g mol⁻¹
gap between HOMO and LUMO = 10.25 eV
energy = -118927.05497 eV
relative energy (zero: lowest compared OMol25 entry of this formula, charge and spin) = 0.0 kJ/mol
HOMO level = -10.68 eV

---

Please write out number 4 again, unchanged.
H14O7V | wB97M-V/def2-TZVPD

```
22
Properties=species:S:1:pos:R:3:forces:R:3
V 0.020909 -0.023591 0.146136 -0.7899 -0.9448 -0.8717
O 2.258909 -0.202591 -0.413864 -0.4130 0.6856 -0.3212
O -0.719091 -0.514591 2.171136 -0.0036 -0.6771 0.2268
O -2.018091 -0.717591 -0.297864 1.1334 -0.1634 -0.2564
O 0.146909 -0.041591 -2.212864 1.0966 1.4184 1.9413
O -0.902091 2.024409 -0.504864 -0.1378 -1.3869 -0.7442
O 0.323909 -2.217591 0.098136 0.4031 1.3634 -0.7788
O 1.186909 1.565409 1.407136 -0.2706 0.0142 -0.1253
H 2.489909 0.677409 -0.739864 0.3427 -0.1632 -0.1651
H 0.642909 -2.754591 -0.624864 0.3761 -0.1587 -0.4463
H -2.199091 -1.395591 -0.954864 -0.0731 -0.1573 -0.0754
H -2.843091 -0.456591 0.072136 -1.2475 0.5005 0.3587
H 3.005909 -0.437591 0.134136 0.4144 -0.3410 0.4555
H 1.516909 2.269409 0.839136 0.2412 0.2763 0.2285
H 0.798909 0.559409 -2.594864 0.0383 0.0019 0.0185
H -0.834091 2.859409 -0.069864 -0.2264 1.0748 0.2862
H -0.011091 -2.812591 0.735136 -0.5785 -1.1061 1.2151
H -0.201091 -0.470591 -2.953864 -1.1125 -1.3316 -1.7487
H -1.541091 -1.032591 2.055136 0.4343 0.3578 0.3002
H -0.226091 -0.965591 2.891136 -0.2916 0.5053 -0.4191
H 0.636909 1.999409 2.071136 0.1307 0.0889 0.2443
H -1.534091 2.088409 -1.252864 0.5339 0.1429 0.6769
```
Forces are in eV/Å.

molar mass = 177.049 g mol⁻¹
2S+1 = 4
net charge = +2
gap between HOMO and LUMO (spin up / spin down) = 9.00 / 13.03 eV
energy = -40234.05589 eV
relative energy (zero: lowest compared OMol25 entry of this formula, charge and spin) = 0.0 kJ/mol
HOMO level (spin up / spin down) = -15.81 / -19.85 eV